C20H18Cl5N4ReS2 | ωB97M-V/def2-TZVPD

The calculation puts the frontier orbital gap (spin up / spin down) at 6.95 / 6.06 eV. For the energy above the lowest of the compared OMol25 structures with the same formula, charge and spin, the calculation gives 0.0 kJ/mol. As for the maximum force: 3.08 eV/A. As for the expectation value of S²: 3.793. The total charge is +3. Its spin multiplicity is 4.

Each line ends with the Mulliken charge.
Atoms and positions in Å:
Re  1.29707  -0.42416  -0.08913  0.607
C  4.39466  0.37475  -2.20442  -1.245
C  4.41627  -0.36851  -0.87150  0.747
N  3.41593  -0.70568  -0.06679  0.004
C  3.89620  -1.32599  1.11884  0.258
C  5.24559  -1.47407  1.17497  -0.339
S  5.92473  -0.77460  -0.24851  -0.025
C  2.84833  -1.60757  2.11573  -0.295
C  2.90641  -2.00320  3.40365  -0.067
S  1.33925  -1.94607  4.11536  -0.006
C  0.63594  -1.38816  2.70974  0.695
N  1.52114  -1.33762  1.72081  -0.148
C  -0.79526  -0.94643  2.69769  -1.471
H  5.40023  0.41387  -2.55382  0.497
H  4.01713  1.39032  -2.07312  0.313
H  3.83425  -0.11331  -3.01121  0.301
H  5.82670  -1.97927  1.93757  0.472
H  3.77027  -2.30180  4.09942  0.401
H  -1.11788  -0.57976  3.67057  0.550
H  -1.31571  -1.85719  2.47622  0.457
H  -1.03905  -0.19472  1.96483  0.232
Cl  2.03898  1.79071  2.70620  -0.115
C  1.85131  2.42656  1.10813  -0.059
C  1.47068  1.58921  0.08883  -0.085
C  1.31747  2.05650  -1.22639  -0.208
Cl  0.96379  0.80130  -2.39373  -0.062
C  1.55584  3.38709  -1.48446  0.487
Cl  1.46170  3.98125  -3.07998  -0.114
C  1.93962  4.25406  -0.45580  -0.071
Cl  2.38867  5.90030  -0.79282  -0.059
C  2.00372  3.76626  0.82886  0.663
Cl  2.52063  4.74236  2.11386  -0.106
N  -0.67903  -0.93859  -0.36341  -0.447
C  -1.85418  -1.09369  -0.56542  0.923
N  -3.06086  -1.35225  -0.78394  0.016
C  -4.06664  -1.32628  0.26280  -0.526
C  -5.18551  -0.36065  -0.03568  -0.698
C  -5.68200  -0.35295  -1.52343  -0.723
C  -4.51627  -0.37839  -2.46965  -0.414
C  -3.64291  -1.53805  -2.17195  -0.666
H  -3.53824  -1.12592  1.17773  0.341
H  -4.47435  -2.37015  0.31304  0.291
H  -4.88444  0.65006  0.34552  0.320
H  -6.00171  -0.61703  0.61939  0.383
H  -6.29781  0.56136  -1.74071  0.319
H  -6.27317  -1.22700  -1.70789  0.360
H  -3.90348  0.53524  -2.43480  0.266
H  -4.99761  -0.54270  -3.43168  0.328
H  -2.73224  -1.57596  -2.88104  0.357
H  -4.14417  -2.49349  -2.10846  0.361

***

C39H31N7O5S2V | ωB97M-V/def2-TZVPD

The calculation puts the frontier orbital gap (spin up / spin down) at 5.48 / 5.67 eV. For the energy above the lowest of the compared OMol25 structures with the same formula, charge and spin, the calculation gives 0.0 kJ/mol. As for the maximum force: 1.06 eV/A. As for the expectation value of S²: 0.785. Its spin multiplicity is 2.

Each line ends with the Mulliken charge.
Atoms and positions in Å:
V  0.02761  -1.02534  -1.63416  -0.347
C  2.82496  -4.42543  -0.62322  -0.751
C  2.18911  -3.43214  -1.34680  -0.280
N  1.07673  -2.86606  -0.88650  0.278
C  0.57205  -3.31741  0.26517  -0.193
C  1.26224  -4.28415  1.00347  -0.073
N  2.37986  -4.83289  0.56750  -0.678
C  -0.74826  -2.79174  0.59278  0.108
C  -1.56009  -3.26530  1.59110  -0.830
C  -2.87999  -2.79852  1.72304  0.913
C  -3.33091  -1.91427  0.76438  -1.203
C  -2.47575  -1.44265  -0.23513  0.563
N  -1.16024  -1.82541  -0.29690  1.166
C  -2.81417  -0.51588  -1.26445  -0.035
C  -4.11520  -0.05648  -1.56815  -0.123
N  -4.36164  0.77952  -2.54259  -0.666
C  -3.29831  1.18632  -3.27196  -0.566
C  -2.03029  0.73592  -3.02552  -0.370
N  -1.77820  -0.12660  -2.02147  0.330
C  -3.73573  -3.25830  2.82892  0.511
C  -3.64264  -4.54844  3.34935  -0.403
C  -4.46559  -4.91586  4.40159  -0.480
N  -5.35914  -4.10949  4.96370  -0.630
C  -5.45041  -2.88161  4.46465  -0.446
C  -4.67451  -2.41182  3.41793  -0.590
H  3.72284  -4.88910  -1.00967  0.410
H  2.58564  -3.06195  -2.28358  0.489
H  0.89178  -4.61308  1.96659  0.435
H  -1.18406  -3.99860  2.28983  0.409
H  -4.35910  -1.57872  0.77688  0.700
H  -4.95744  -0.41049  -0.98519  0.419
H  -3.49257  1.86922  -4.08765  0.403
H  -1.17903  1.03881  -3.62123  0.238
H  -2.95910  -5.27292  2.92785  0.444
H  -4.40277  -5.91955  4.80789  0.381
H  -6.18003  -2.22811  4.93079  0.370
H  -4.78690  -1.38836  3.08511  0.403
C  4.40545  5.64852  -2.07534  -1.480
C  3.97464  4.21427  -2.18523  0.918
C  2.77086  3.86834  -2.78392  -0.949
C  2.37327  2.53986  -2.87604  -0.025
C  3.18904  1.54626  -2.36863  -0.150
C  4.40075  1.86972  -1.77052  -0.661
C  4.78306  3.19329  -1.68204  -0.704
S  2.66194  -0.14581  -2.38180  1.524
O  2.42151  -0.47444  -0.97274  -0.516
O  3.66325  -0.92745  -3.06716  -0.787
N  1.23730  -0.19757  -3.04545  0.527
C  1.04842  -0.76251  -4.37789  -0.755
C  -0.00114  -1.87716  -4.33762  0.561
O  -0.38714  -2.38425  -5.37145  -0.747
O  -0.41854  -2.19727  -3.14830  -0.538
H  3.66489  6.31595  -2.51253  0.368
H  5.35317  5.81452  -2.58841  0.390
H  4.54654  5.93836  -1.03243  0.287
H  2.12785  4.64513  -3.17886  0.314
H  1.42345  2.27257  -3.31750  0.270
H  5.03672  1.08855  -1.37511  0.502
H  5.72863  3.44538  -1.21658  0.388
H  1.97902  -1.17731  -4.77387  0.372
H  0.69866  -0.00216  -5.08371  0.315
O  0.28520  0.91413  -0.57300  0.187
S  -0.67194  1.45226  0.46010  -0.390
C  0.06666  3.01937  0.85450  0.857
C  -0.75399  4.05529  1.26901  -0.339
C  -0.18364  5.29213  1.54215  -0.727
C  1.18047  5.47219  1.37844  -0.621
C  1.98553  4.42634  0.94150  -0.751
C  1.43336  3.18590  0.67772  -0.320
C  -0.30979  0.49191  1.92123  0.817
C  0.92236  -0.13782  2.02451  0.063
C  1.16815  -0.92227  3.14037  -0.816
C  0.19511  -1.07627  4.12001  -0.773
C  -1.03603  -0.44940  3.99312  -0.629
C  -1.29572  0.34154  2.88366  -0.361
H  -1.82151  3.90304  1.36588  0.456
H  -0.80788  6.11343  1.86607  0.408
H  1.62221  6.43880  1.58172  0.417
H  3.04676  4.58114  0.79791  0.540
H  2.03303  2.36542  0.30245  0.266
H  1.65264  -0.03315  1.23111  0.236
H  2.12203  -1.42414  3.23879  0.467
H  0.39364  -1.69757  4.98342  0.427
H  -1.79835  -0.58739  4.74840  0.466
H  -2.26065  0.81721  2.75968  0.388